[1]
Formula: C7H11F
Source: OMol25
Level of theory: the ωB97M-V functional and the def2-TZVPD basis

## Properties
Total charge   0
Gap between HOMO and LUMO   0.3663 hartree
SMILES string   C[C@@H]1C(/C=C/F)[C@H]1C
LUMO   0.040 Ha
Molecular weight   114.2 g mol⁻¹
F_max   4.8 eV Å⁻¹
Energy above the lowest of the compared OMol25 structures with the same formula, charge and spin   55.5 kcal per mole

Positions of all 19 atoms, in Å:
C -1.4432 -0.8788 -1.4813
C -1.0648 -0.1236 -0.2553
C 0.2471 0.5447 -0.0563
C 1.3920 0.2362 -0.8888
C 2.3461 1.1410 -1.1678
F 3.4361 1.0217 -1.9307
C -0.2543 -0.4440 0.9938
C -0.4846 -0.0898 2.3979
H -2.2256 -1.6875 -1.2598
H -0.4628 -1.2698 -1.8497
H -2.0056 -0.2593 -2.3345
H -2.0263 0.5062 0.0453
H 0.1858 1.6402 0.2299
H 1.5116 -0.8657 -0.8434
H 2.0596 2.1862 -0.9291
H 0.3219 -1.4181 0.9045
H 0.2282 0.6713 2.8146
H -0.2463 -1.0336 2.9001
H -1.5147 0.1227 2.7105

Force components x, y, z for each atom (eV/Å):
C -0.9 -1.2 -1.4
C -3.8 2.6 1.5
C -0.9 2.9 1.1
C 2.0 -1.5 0.7
C -2.4 0.7 -0.1
F 0.0 -0.5 0.4
C 1.7 -1.7 -2.9
C 0.0 -0.2 1.9
H 1.5 0.7 -0.2
H -1.3 -0.3 -0.5
H 1.7 -0.8 2.0
H 2.3 -0.8 -0.4
H 0.0 -1.3 -0.2
H 0.6 0.6 -1.2
H 0.8 -0.5 -0.3
H -0.7 1.1 0.0
H -0.8 -0.5 -0.6
H -0.1 0.3 0.6
H 0.2 0.3 -0.4

---

[2]
Formula: C6H18BrF6MgO4P
Source: OMol25
Level of theory: the ωB97M-V functional and the def2-TZVPD basis

## Properties
Total charge   -1
2S+1   2
Gap between HOMO and LUMO (spin up / spin down)   0.3204 / 0.2209 hartree
LUMO (spin up / spin down)   0.100 / 0.019 Ha
Molecular weight   403.4 g mol⁻¹
F_max   3.3 eV Å⁻¹

Positions of all 37 atoms, in Å:
Mg 0.2397 1.6425 -0.1641
O 1.8197 1.8301 -1.2182
H 1.8578 0.9687 -1.6776
O -0.7110 2.5709 -1.5319
H -1.2513 3.2883 -1.1471
P -0.5884 -0.8653 -2.9006
F -1.5656 -1.7600 -1.8731
F -0.1204 -0.0370 -1.6214
F 0.5841 -1.9249 -2.5670
F 0.3330 0.0765 -3.8841
F -1.1567 -1.6855 -4.2301
F -1.8409 0.2502 -3.0237
Br 0.7391 3.0547 1.5830
C -2.8267 2.0091 1.1128
C -2.2740 0.6492 1.4789
C -3.1778 -0.5018 1.2034
O -1.1869 0.5148 0.5782
H -3.8042 2.1153 1.5832
H -3.0472 2.1489 0.0546
H -2.3562 2.9185 1.4864
H -1.7917 0.5415 2.4504
H -2.6776 -1.4661 1.2928
H -3.6472 -0.4357 0.2219
H -4.0148 -0.5392 1.9007
H -1.1075 -0.4388 0.6553
C 3.1225 -1.4239 2.1750
C 2.7836 -0.6431 0.8248
C 2.9745 -1.5312 -0.4014
O 1.4208 -0.3602 0.8130
H 2.7095 -2.4294 2.2561
H 2.7281 -0.8509 3.0142
H 4.2004 -1.4700 2.3305
H 3.3554 0.2847 0.8421
H 3.0498 -1.0274 -1.3650
H 2.2706 -2.3625 -0.4414
H 3.9833 -1.9421 -0.3618
H 0.9741 -1.1686 0.5510

Force components x, y, z for each atom (eV/Å):
Mg 0.2 -1.0 -0.5
O 0.5 -0.3 -0.5
H 0.0 0.5 -0.3
O -0.7 0.5 -0.2
H 0.7 0.0 -0.3
P -2.9 0.6 -1.4
F 0.4 0.3 -0.8
F 1.0 0.5 0.9
F 0.1 0.1 -1.0
F -0.3 -1.2 0.9
F 0.8 0.5 1.6
F 1.0 -1.4 -0.3
Br 0.3 1.1 1.6
C -2.0 0.8 1.2
C 0.7 1.5 -0.6
C -1.6 -0.3 0.1
O -0.1 -1.7 0.2
H -0.4 -0.2 0.1
H 0.4 -0.5 -0.1
H 0.9 -0.5 -0.1
H -0.6 0.6 0.5
H 0.2 0.0 -0.1
H 0.3 0.0 -0.2
H 0.0 0.1 0.3
H 1.1 -0.2 -1.0
C 0.1 1.1 -0.7
C 0.3 -2.2 0.8
C 2.3 0.1 -0.1
O -1.5 1.3 0.6
H -0.1 0.0 -0.4
H -0.1 0.1 -0.1
H 0.1 -0.2 -0.1
H -0.2 0.0 -0.3
H -0.8 0.3 0.1
H -0.1 0.1 0.0
H 0.1 -0.5 0.2
H -0.1 -0.1 -0.2

---

[3]
Formula: C49H40N3O4STa
Source: OMol25
Level of theory: the ωB97M-V functional and the def2-TZVPD basis

## Properties
Total charge   +2
Gap between HOMO and LUMO   0.2722 hartree
LUMO   -0.223 Ha
Molecular weight   947.9 g mol⁻¹
F_max   3.0 eV Å⁻¹

Positions of all 98 atoms, in Å:
Ta -0.7639 0.3921 -0.2904
O -1.7539 -1.0066 -0.6918
C -2.0561 -2.0880 -1.5720
C -1.1639 -1.8036 -2.8086
C 0.2991 -1.7810 -2.4445
C 1.1581 -2.7573 -2.9266
C 2.4967 -2.7254 -2.5758
C 2.9493 -1.7407 -1.7128
C 2.0565 -0.7947 -1.2431
C 2.4643 0.2420 -0.2329
C 1.8158 -0.0512 1.1571
O 0.4249 -0.2866 0.8757
C 1.8360 1.1690 2.0786
C 2.5457 2.3293 1.8086
C 2.4178 3.4347 2.6426
C 1.5797 3.3917 3.7440
C 0.8930 2.2203 4.0398
C 1.0231 1.1176 3.2133
C 2.4628 -1.2807 1.7726
C 3.4982 -1.1473 2.6896
C 4.1326 -2.2756 3.1895
C 3.7336 -3.5406 2.7838
C 2.6888 -3.6766 1.8813
C 2.0544 -2.5524 1.3769
N 0.7658 -0.8028 -1.6387
C -3.5515 -2.0472 -1.8727
C -4.4104 -1.9507 -0.7769
C -5.7809 -1.9057 -0.9546
C -6.3136 -1.9641 -2.2366
C -5.4656 -2.0741 -3.3250
C -4.0876 -2.1138 -3.1485
C -1.6908 -3.4234 -0.9356
C -1.8324 -4.5881 -1.6827
C -1.5031 -5.8142 -1.1295
C -1.0501 -5.8898 0.1816
C -0.9274 -4.7341 0.9342
C -1.2390 -3.5005 0.3763
H -1.4670 -0.8328 -3.2091
H -1.3306 -2.5700 -3.5599
H 0.7751 -3.5354 -3.5718
H 3.1826 -3.4690 -2.9597
H 3.9788 -1.7212 -1.3833
H 2.1259 1.2294 -0.5660
H 3.5467 0.2533 -0.1275
H 3.2141 2.3840 0.9570
H 2.9889 4.3308 2.4340
H 1.4765 4.2611 4.3801
H 0.2653 2.1621 4.9204
H 0.5032 0.1958 3.4472
H 3.8071 -0.1630 3.0200
H 4.9340 -2.1609 3.9071
H 4.2267 -4.4178 3.1805
H 2.3623 -4.6606 1.5678
H 1.2195 -2.6607 0.6959
H -3.9913 -1.9307 0.2219
H -6.4363 -1.8361 -0.0963
H -7.3846 -1.9275 -2.3815
H -5.8795 -2.1301 -4.3231
H -3.4516 -2.1952 -4.0221
H -2.2266 -4.5436 -2.6919
H -1.6073 -6.7148 -1.7197
H -0.8040 -6.8516 0.6107
H -0.5911 -4.7870 1.9622
H -1.1237 -2.5913 0.9526
C 5.1100 3.9149 -3.1242
C 3.6907 3.6465 -2.7290
C 3.0844 4.3853 -1.7076
C 1.7751 4.1528 -1.3380
C 1.0580 3.1664 -2.0046
C 1.6253 2.4218 -3.0302
C 2.9408 2.6671 -3.3819
S -0.5800 2.8218 -1.4770
O -1.5263 3.8281 -1.7898
O -0.8973 1.4402 -2.0175
N -0.5061 2.4178 0.0874
C -1.3375 3.1060 1.0086
C -1.4321 4.4643 1.1548
C -2.3233 5.0183 2.0932
C -3.0772 4.2199 2.9064
C -2.9973 2.8147 2.7825
C -3.7018 1.9082 3.6008
C -3.5778 0.5579 3.3882
C -2.7955 0.1024 2.3255
N -2.1206 0.9203 1.5357
C -2.1638 2.2650 1.7846
H 5.7453 4.0525 -2.2497
H 5.1684 4.8352 -3.7091
H 5.5094 3.1058 -3.7318
H 3.6496 5.1553 -1.1975
H 1.3149 4.7210 -0.5383
H 1.0419 1.6719 -3.5491
H 3.3946 2.0919 -4.1788
H -0.8164 5.1194 0.5535
H -2.3947 6.0942 2.1734
H -3.7480 4.6406 3.6439
H -4.3309 2.2895 4.3956
H -4.0863 -0.1576 4.0179
H -2.7142 -0.9568 2.1102

Force components x, y, z for each atom (eV/Å):
Ta 1.0 -0.4 1.4
O -2.1 -2.1 -0.5
C -0.4 -0.7 -0.9
C -0.1 0.2 0.4
C 0.1 0.0 -0.2
C 0.0 0.1 0.0
C 0.0 0.0 0.0
C 0.0 0.0 0.0
C 0.1 -0.1 -0.1
C -0.4 -0.2 0.2
C 0.9 0.4 0.1
O 1.1 -0.5 1.3
C -0.2 -0.1 0.0
C 0.1 -0.1 -0.1
C 0.1 0.1 0.0
C 0.0 0.0 0.0
C 0.0 -0.1 0.0
C 0.1 0.0 -0.1
C -0.4 -0.1 0.0
C 0.0 0.1 -0.1
C 0.0 0.0 0.0
C 0.0 0.0 0.0
C 0.0 -0.1 0.0
C 0.0 0.1 0.1
N -0.5 0.3 0.5
C 0.0 0.2 0.2
C 0.0 0.0 -0.1
C 0.0 0.0 0.0
C 0.0 0.0 0.0
C -0.1 0.0 -0.1
C 0.1 0.0 -0.1
C 0.1 0.3 0.3
C 0.0 0.0 0.0
C 0.0 0.0 0.0
C 0.0 0.0 0.0
C 0.0 0.0 0.1
C -0.1 0.0 -0.3
H 0.0 -0.1 -0.1
H 0.0 0.0 0.0
H 0.0 0.0 0.0
H 0.0 0.0 0.0
H 0.0 0.0 0.0
H 0.1 0.0 0.0
H 0.0 0.1 0.0
H 0.0 0.0 0.0
H 0.0 0.0 0.0
H 0.0 0.0 0.0
H 0.0 0.0 0.0
H 0.0 0.0 0.0
H 0.0 0.0 0.0
H 0.0 0.0 0.0
H 0.0 0.0 0.0
H 0.0 0.0 0.0
H 0.1 -0.1 0.0
H 0.0 0.0 0.0
H 0.0 0.0 0.0
H 0.0 0.0 0.0
H 0.0 0.0 0.0
H 0.0 0.0 0.0
H 0.0 0.0 0.0
H 0.0 0.0 0.0
H 0.0 0.0 0.0
H 0.0 0.0 0.0
H 0.0 -0.1 0.1
C 0.0 0.1 0.0
C -0.1 -0.1 0.0
C 0.0 0.0 0.0
C -0.1 0.1 0.1
C -0.2 -0.2 0.0
C -0.2 -0.1 -0.1
C 0.1 0.1 0.0
S 0.2 1.5 -0.1
O 0.1 0.0 -0.1
O 0.2 0.1 -0.9
N -0.3 1.0 -0.6
C -0.3 0.4 0.4
C 0.3 -0.2 0.0
C -0.1 0.0 0.2
C 0.0 0.1 0.0
C 0.1 -0.2 -0.1
C 0.0 -0.1 -0.1
C -0.1 0.1 0.1
C 0.1 -0.2 -0.2
N 0.5 0.1 -0.8
C -0.1 0.2 0.2
H 0.0 0.0 0.0
H 0.0 0.0 0.0
H 0.0 0.0 0.0
H 0.0 0.0 0.0
H 0.1 0.0 0.0
H 0.1 0.0 0.0
H 0.0 0.0 0.0
H 0.0 0.0 0.0
H 0.0 0.0 0.0
H 0.0 0.0 0.0
H 0.0 0.0 0.0
H 0.0 0.0 0.0
H 0.0 0.0 0.0

---

[4]
Formula: C3H11NO3
Source: OMol25
Level of theory: the ωB97M-V functional and the def2-TZVPD basis

## Properties
Total charge   0
Gap between HOMO and LUMO   0.3520 hartree
SMILES string   C=CN=C.O.O.O
LUMO   0.009 Ha
Molecular weight   109.1 g mol⁻¹
F_max   5.7 eV Å⁻¹
Energy above the lowest of the compared OMol25 structures with the same formula, charge and spin   82.8 kcal per mole

Positions of all 18 atoms, in Å:
C 2.8367 0.5118 2.3759
C 2.0108 1.1670 1.4510
N 1.6677 0.3570 0.3172
C 1.5917 1.0999 -0.7417
H 3.1876 -0.5158 2.0992
H 3.0462 1.0492 3.3061
H 2.0801 2.2267 1.4919
H 1.7544 0.9832 -1.8155
H 1.4300 2.1379 -0.4534
O -0.0710 -2.0419 -0.0395
H 0.5822 -1.3375 0.1333
H 0.4071 -2.8617 0.0923
O -5.0005 -0.0915 -1.3435
H -5.6283 -0.4477 -0.7885
H -4.1866 -0.0742 -0.9252
O -2.0057 -0.3658 -1.5239
H -2.0370 -0.5978 -2.4976
H -1.6653 -1.1989 -1.1381

Force components x, y, z for each atom (eV/Å):
C -2.3 1.0 -2.1
C 2.8 -4.2 2.5
N 0.9 1.3 -2.0
C -0.1 1.1 1.8
H -0.6 1.0 0.9
H 0.6 -0.4 -0.5
H -1.1 1.0 -0.3
H -0.6 -1.3 0.4
H 0.3 0.5 -0.8
O 0.1 0.2 0.0
H -0.1 -0.1 0.0
H 0.0 -0.1 0.0
O -0.7 1.2 -3.4
H -1.9 -1.2 2.0
H 2.7 -0.1 1.3
O 0.1 -1.1 -1.6
H -0.1 0.6 1.7
H 0.1 0.5 0.1